1.
130
Properties=species:S:1:pos:R:3 method="wB97M-V/def2-TZVPD" orbital_gap_ev=9.48 charge=0 lumo_ev=-0.245 mol_weight_g_mol=932.19 homo_energy_ev=-9.73
C 27.007 -17.384 -6.854
C 25.993 -17.510 -5.671
O 25.178 -16.319 -5.822
C 25.534 -15.633 -6.932
O 25.164 -14.546 -7.195
O 26.424 -16.351 -7.663
H 27.069 -18.360 -7.328
H 27.962 -17.000 -6.505
H 26.605 -17.342 -4.790
H 25.383 -18.400 -5.744
C 22.753 -14.565 -9.351
C 22.000 -15.664 -8.596
O 20.757 -15.019 -8.258
C 20.557 -13.993 -9.108
O 19.555 -13.388 -9.216
O 21.683 -13.729 -9.803
H 23.290 -15.035 -10.170
H 23.453 -14.005 -8.735
H 22.505 -16.003 -7.695
H 21.753 -16.482 -9.255
C 20.822 -21.376 -6.576
C 20.074 -21.486 -7.904
O 19.938 -20.125 -8.336
C 20.359 -19.297 -7.365
O 20.453 -18.123 -7.446
O 20.818 -19.968 -6.294
H 21.816 -21.799 -6.605
H 20.329 -21.833 -5.715
H 19.096 -21.951 -7.782
H 20.665 -22.081 -8.596
C 26.694 -17.545 -12.190
C 26.575 -17.919 -10.690
O 25.895 -19.181 -10.737
C 25.851 -19.673 -11.992
O 25.456 -20.760 -12.282
O 26.190 -18.712 -12.884
H 27.738 -17.485 -12.497
H 26.118 -16.649 -12.402
H 26.028 -17.166 -10.132
H 27.570 -18.060 -10.262
C 30.048 -22.959 -11.801
C 28.908 -22.171 -11.162
C 27.539 -22.851 -11.268
C 27.560 -24.294 -10.975
N 27.599 -25.421 -10.754
H 30.154 -23.940 -11.347
H 30.985 -22.401 -11.731
H 29.907 -23.013 -12.884
H 28.907 -21.195 -11.652
H 29.102 -22.007 -10.096
H 27.193 -22.793 -12.306
H 26.817 -22.346 -10.629
C 26.037 -26.358 -8.053
C 25.142 -25.454 -7.231
C 23.772 -26.085 -6.927
C 23.909 -27.302 -6.138
N 24.005 -28.254 -5.522
H 27.030 -25.916 -8.065
H 25.687 -26.498 -9.076
H 26.091 -27.374 -7.652
H 24.925 -24.597 -7.858
H 25.570 -25.199 -6.262
H 23.240 -26.290 -7.859
H 23.100 -25.382 -6.432
C 23.426 -21.508 -4.502
C 22.641 -21.905 -3.272
C 23.028 -23.265 -2.713
C 24.468 -23.444 -2.520
N 25.598 -23.541 -2.421
H 23.250 -22.258 -5.266
H 24.484 -21.497 -4.193
H 23.395 -20.463 -4.812
H 21.560 -21.751 -3.352
H 22.794 -21.195 -2.442
H 22.718 -24.038 -3.431
H 22.549 -23.523 -1.768
C 23.850 -23.811 -11.267
C 22.622 -24.611 -10.818
C 21.497 -24.529 -11.834
C 21.706 -25.332 -13.043
N 21.910 -25.984 -13.982
H 24.272 -24.273 -12.160
H 24.669 -23.800 -10.540
H 23.556 -22.764 -11.380
H 22.238 -24.285 -9.849
H 23.006 -25.618 -10.611
H 21.357 -23.497 -12.178
H 20.515 -24.783 -11.425
C 21.580 -17.269 -4.544
C 22.024 -15.969 -3.888
C 21.606 -14.727 -4.648
C 20.153 -14.548 -4.809
N 19.018 -14.423 -4.939
H 22.204 -17.481 -5.415
H 20.523 -17.297 -4.803
H 21.711 -18.120 -3.868
H 23.098 -15.937 -3.713
H 21.549 -15.994 -2.900
H 21.920 -14.841 -5.696
H 21.984 -13.789 -4.244
C 20.823 -17.090 -11.932
S 22.473 -17.852 -11.914
O 23.221 -17.385 -10.710
C 21.889 -19.521 -11.537
H 20.447 -17.246 -10.921
H 20.117 -17.548 -12.630
H 20.886 -16.068 -12.301
H 21.173 -19.836 -12.292
H 21.389 -19.477 -10.563
H 22.708 -20.230 -11.419
C 25.720 -21.291 -7.930
S 24.198 -21.130 -8.913
O 23.200 -22.126 -8.418
C 23.772 -19.496 -8.251
H 25.735 -20.669 -7.034
H 26.502 -20.967 -8.619
H 25.849 -22.318 -7.601
H 23.363 -19.499 -7.239
H 23.019 -19.069 -8.914
H 24.660 -18.871 -8.342
C 29.497 -21.210 -6.178
S 28.329 -20.935 -4.841
O 27.358 -19.908 -5.330
C 27.547 -22.569 -4.925
H 29.015 -21.639 -7.058
H 30.312 -21.850 -5.842
H 29.918 -20.249 -6.478
H 28.078 -23.214 -4.229
H 27.598 -22.989 -5.929
H 26.504 -22.445 -4.642

---

2.
49
Properties=species:S:1:pos:R:3 method="wB97M-V/def2-TZVPD" orbital_gap_ev=8.08 charge=+1 lumo_ev=-3.157 mol_weight_g_mol=300.44 homo_energy_ev=-11.23
O -0.037 1.782 0.692
S -0.783 0.513 0.541
O -2.003 0.509 1.373
C 0.226 -0.932 1.044
N 1.559 -0.829 0.380
C 1.817 -1.536 -0.903
C 3.247 -0.920 -1.133
O 3.826 -1.216 0.170
C 2.811 -1.196 1.161
H -1.055 0.339 -0.809
H -0.256 -1.887 0.745
H 0.384 -0.976 2.142
H 1.729 0.160 0.129
H 2.013 -2.581 -0.592
H 1.115 -1.393 -1.743
H 3.212 0.181 -1.319
H 3.761 -1.342 -2.011
H 2.621 -2.172 1.652
H 2.891 -0.348 1.876
C -2.907 -5.170 -1.453
C -1.994 -4.145 -2.103
O -0.611 -4.370 -1.856
C -0.084 -5.607 -2.321
C -0.206 -5.801 -3.821
H -2.729 -5.217 -0.378
H -3.952 -4.912 -1.629
H -2.740 -6.170 -1.856
H -2.220 -3.159 -1.687
H -2.182 -4.079 -3.179
H -0.544 -6.441 -1.780
H 0.973 -5.610 -2.048
H -1.248 -5.839 -4.142
H 0.268 -6.735 -4.123
H 0.270 -4.975 -4.354
C -1.083 7.878 1.933
C -0.097 6.936 1.265
O 0.768 6.274 2.173
C 0.143 5.448 3.140
C -0.670 4.313 2.542
H -0.557 8.614 2.543
H -1.678 8.399 1.183
H -1.772 7.343 2.590
H 0.548 7.514 0.601
H -0.618 6.206 0.635
H -0.469 6.054 3.818
H 0.947 5.028 3.746
H -1.510 4.684 1.952
H -1.075 3.678 3.333
H -0.051 3.707 1.885

---

3.
87
Properties=species:S:1:pos:R:3 method="wB97M-V/def2-TZVPD" orbital_gap_ev=3.86 charge=-1 lumo_ev=2.141 mol_weight_g_mol=589.01 homo_energy_ev=-1.72
C -2.003 -2.295 -0.279
C -2.055 -1.559 1.025
C -3.076 -0.643 1.484
C -4.276 -0.166 0.759
C -2.747 -0.221 2.814
C -3.482 0.813 3.658
C -1.718 -1.115 3.243
C -1.291 -1.238 4.609
C -1.107 -1.768 2.101
C 0.200 -2.677 2.011
Zr -0.708 0.500 1.081
C 0.797 -0.416 -0.357
C -2.124 1.688 -0.223
C 0.732 2.477 1.456
C 0.953 3.192 0.165
C -0.353 2.724 2.382
C -1.412 3.806 2.273
C -0.111 1.900 3.524
C -0.998 1.920 4.653
C 0.987 0.994 3.212
C 1.569 -0.086 4.040
C 1.572 1.451 1.996
C 2.859 0.928 1.438
H -2.964 -2.805 -0.434
H -1.840 -1.597 -1.114
H -1.194 -3.046 -0.287
H -5.278 -0.493 1.133
H -4.277 0.933 0.874
H -4.089 -0.250 -0.321
H -4.083 0.223 4.373
H -2.910 1.487 4.471
H -4.160 1.407 3.003
H -1.588 -1.927 5.382
H -0.243 -1.364 4.633
H -0.764 1.068 5.293
H -0.028 -3.759 2.155
H 0.602 -2.612 0.991
H 0.966 -2.373 2.743
H 1.859 -0.102 -0.279
H 1.043 -1.448 -0.091
H 0.653 -0.293 -1.454
H -2.338 2.676 0.195
H -1.906 1.740 -1.314
H -3.206 1.436 -0.282
H 1.897 3.756 0.227
H 1.026 2.475 -0.672
H 0.120 3.884 -0.030
H -0.922 4.773 2.008
H -2.102 3.650 1.440
H -2.070 3.835 3.175
H -1.005 2.744 5.379
H -2.216 1.776 4.013
H -1.563 -0.345 5.072
H 2.545 0.039 4.532
H 0.923 -0.224 4.903
H 1.643 -0.992 3.459
H 3.829 1.422 1.711
H 2.883 -0.175 1.528
H 2.758 1.034 0.342
C 5.064 1.671 -6.154
O 4.794 0.256 -6.291
C 4.857 -0.457 -5.138
C 4.572 -1.853 -5.151
C 4.627 -2.613 -4.002
C 4.973 -2.002 -2.732
C 5.024 -2.817 -1.561
C 5.353 -2.435 -0.214
C 5.356 -3.447 0.808
C 5.687 -3.114 2.119
C 6.027 -1.800 2.499
C 6.015 -0.798 1.523
C 5.691 -1.114 0.217
C 5.243 -0.600 -2.771
C 5.197 0.158 -3.913
H 4.928 2.014 -7.171
H 4.357 2.169 -5.478
H 6.087 1.865 -5.811
H 4.312 -2.291 -6.107
H 4.412 -3.696 -4.010
H 4.821 -3.892 -1.726
H 5.093 -4.474 0.510
H 5.689 -3.884 2.882
H 6.304 -1.519 3.518
H 6.264 0.254 1.716
H 5.741 -0.257 -0.438
H 5.515 0.010 -1.925
H 5.426 1.230 -3.817